1.
The following is a DFT calculation (wB97M-V/def2-TZVPD) of C37H34NO10P2TeZr as an isolated structure.

Each line ends with the Mulliken charge.
Geometry (Å):
Zr (1.45958, -0.07993, 1.52228)  0.93
O (5.34367, 0.59121, 3.68933)  -0.47
P (4.00649, -0.22807, 3.51877)  0.65
O (4.07473, -1.64382, 3.87393)  -0.70
O (3.48866, 0.16733, 2.12282)  0.09
O (2.97566, 0.58990, 4.51776)  -0.25
P (1.43784, 0.66966, 4.14799)  0.20
O (0.71881, 1.11983, 5.45234)  -0.49
O (1.20724, 1.62176, 2.99169)  -0.01
O (1.03269, -0.68828, 3.57666)  -0.26
H (5.94067, 0.20241, 4.34136)  0.35
H (0.77490, 0.52396, 6.21099)  0.35
C (-3.99358, 2.91075, -2.29839)  -1.75
C (-3.02201, 2.09596, -1.49097)  -0.13
C (-3.22645, 0.74343, -1.26461)  -0.43
C (-2.33257, -0.02271, -0.51713)  1.47
C (-2.50338, -1.49939, -0.39218)  -0.13
O (-1.53983, -2.23743, -0.49398)  -0.45
C (-3.87377, -2.04031, -0.20584)  0.14
C (-4.85751, -1.31616, 0.46337)  -0.17
C (-6.11264, -1.87120, 0.65860)  -0.93
C (-6.39334, -3.13850, 0.16850)  -0.38
C (-5.41628, -3.86286, -0.50294)  -0.66
C (-4.15493, -3.32169, -0.68020)  -0.42
C (-1.20957, 0.59927, 0.04521)  -0.65
O (-0.39729, -0.07233, 0.84550)  -1.23
C (-0.94873, 1.96088, -0.21224)  1.18
C (-1.88015, 2.68368, -0.95872)  -0.56
C (0.35233, 2.59316, 0.08798)  0.48
N (1.42547, 1.87959, 0.18493)  1.66
C (2.74624, 2.51237, 0.24785)  -0.32
C (3.77043, 1.72600, -0.57754)  -1.45
Te (3.19483, -0.28008, -1.05628)  0.28
C (1.78176, 0.24998, -2.54205)  0.19
C (0.50116, -0.28645, -2.49824)  0.19
C (-0.42413, 0.05392, -3.47603)  -0.45
C (-0.08170, 0.93962, -4.48602)  -0.73
C (1.19797, 1.47583, -4.52855)  -0.73
C (2.13229, 1.12432, -3.56564)  -0.47
C (0.33653, 4.08010, 0.16438)  -1.36
C (0.71207, 4.88033, -0.91177)  0.39
C (0.65697, 6.26053, -0.79403)  -0.88
C (0.23537, 6.83993, 0.39576)  -0.53
C (-0.13518, 6.04046, 1.46600)  -0.88
C (-0.09152, 4.65761, 1.35359)  -0.09
H (-4.80574, 2.29080, -2.67684)  0.39
H (-3.50237, 3.37853, -3.15368)  0.35
H (-4.43380, 3.70873, -1.69724)  0.36
H (-4.10027, 0.25820, -1.68595)  0.46
H (-4.63742, -0.32571, 0.84292)  0.47
H (-6.87336, -1.31560, 1.19196)  0.41
H (-7.37836, -3.56516, 0.31074)  0.41
H (-5.64065, -4.85100, -0.88391)  0.41
H (-3.37422, -3.87664, -1.18498)  0.46
H (-1.70076, 3.73371, -1.15379)  0.57
H (3.05687, 2.55546, 1.29010)  0.22
H (2.70064, 3.53259, -0.12098)  0.61
H (4.71976, 1.64007, -0.05372)  0.45
H (3.95834, 2.20460, -1.53622)  0.59
H (0.20150, -0.95979, -1.70337)  0.09
H (-1.41977, -0.37054, -3.43669)  0.53
H (-0.80712, 1.20737, -5.24418)  0.45
H (1.47703, 2.15885, -5.32122)  0.43
H (3.13554, 1.53028, -3.63135)  0.45
H (1.02718, 4.42069, -1.84218)  0.58
H (0.94016, 6.88456, -1.63161)  0.44
H (0.19306, 7.91737, 0.48686)  0.42
H (-0.46345, 6.49311, 2.39310)  0.44
H (-0.38044, 4.02839, 2.18639)  0.53
C (1.70016, -3.71583, 3.04909)  -1.17
C (1.63933, -3.41834, 1.59545)  0.63
O (1.58969, -2.23057, 1.22864)  -0.34
C (1.67231, -4.45680, 0.57374)  0.27
C (2.21580, -5.71422, 0.84679)  -0.78
C (2.29305, -6.66037, -0.16024)  -0.78
C (1.80043, -6.36563, -1.42358)  -0.46
C (1.23607, -5.12385, -1.69420)  -0.75
C (1.18181, -4.16244, -0.70439)  0.04
H (0.87592, -3.18078, 3.52142)  0.22
H (2.62351, -3.28286, 3.45027)  0.27
H (1.63402, -4.77313, 3.27565)  0.61
H (2.59892, -5.94138, 1.83266)  0.39
H (2.73176, -7.62895, 0.03928)  0.42
H (1.85114, -7.11360, -2.20527)  0.41
H (0.83660, -4.91167, -2.67743)  0.46
H (0.71735, -3.20302, -0.88625)  0.45

Calculated values
Max |F| (eV Å⁻¹): 0.9
Relative energy (zero: lowest compared OMol25 entry of this formula, charge and spin) (kJ/mol): 0.00
Spin multiplicity: 1
Net charge: +1
HOMO energy (Eh): -0.403
Frontier orbital gap (eV): 7.93

2.
The following is a DFT calculation (wB97M-V/def2-TZVPD) of C37H35Cl2CoN9O2P as an isolated structure.

Each line ends with the Mulliken charge.
Geometry (Å):
Co (1.12159, -0.88440, -0.13189)  0.68
Cl (3.32049, -6.26049, -4.00041)  -0.26
C (2.43543, -4.85753, -3.45388)  0.17
C (2.68582, -4.36757, -2.17333)  -0.90
C (2.01851, -3.23739, -1.70389)  -0.80
N (2.26523, -2.56692, -0.51176)  0.23
C (3.44404, -2.72516, 0.11560)  -0.15
O (4.07410, -3.75859, 0.32663)  -0.78
C (4.09157, -1.37793, 0.42920)  0.84
C (5.36938, -1.29692, 0.95660)  -0.96
C (6.01634, -0.06987, 0.94616)  -0.36
C (5.36892, 1.02212, 0.39165)  -1.15
C (4.06985, 0.85847, -0.07517)  0.00
N (3.44297, -0.31488, -0.03790)  0.24
C (1.05128, -2.60855, -2.53519)  0.07
C (0.80539, -3.12526, -3.80698)  -0.42
C (1.50599, -4.24064, -4.26481)  -0.04
Cl (1.19037, -4.81388, -5.88618)  -0.27
N (0.40277, -1.51388, -1.93995)  1.23
C (-0.88785, -1.34446, -2.32887)  -0.59
O (-1.32053, -1.02071, -3.41729)  -0.70
C (-1.87499, -1.77393, -1.23849)  0.25
C (-3.01850, -2.45556, -1.63920)  -0.89
C (-3.82284, -3.06064, -0.68352)  -0.70
C (-3.46896, -2.93595, 0.64209)  -0.97
C (-2.32161, -2.21071, 0.94950)  -0.14
N (-1.54292, -1.64283, 0.03929)  0.72
H (3.40280, -4.86244, -1.53689)  0.67
H (5.83443, -2.19636, 1.33668)  0.47
H (7.01651, 0.03035, 1.35033)  0.40
H (5.85547, 1.98549, 0.30732)  0.44
H (3.51886, 1.69238, -0.50097)  0.46
H (0.09808, -2.63334, -4.45662)  0.62
H (-3.22833, -2.51758, -2.69922)  0.48
H (-4.69638, -3.63395, -0.97088)  0.41
H (-4.04966, -3.40730, 1.42411)  0.48
H (-1.99703, -2.09875, 1.98131)  0.30
N (-0.02554, -1.41876, 7.18481)  -0.66
C (0.20422, -1.36835, 6.05642)  -0.21
C (0.46853, -1.30057, 4.64257)  0.11
C (-0.37076, -0.56671, 3.80381)  -0.29
C (-0.08728, -0.49111, 2.45420)  0.85
C (1.01562, -1.11052, 1.83396)  0.24
C (1.79830, -1.88706, 2.71005)  0.17
C (1.55292, -1.97061, 4.07524)  -0.99
H (-1.22532, -0.05051, 4.23225)  0.43
H (-0.73968, 0.09933, 1.81879)  -0.50
H (2.63265, -2.46486, 2.33683)  0.43
H (2.19858, -2.56422, 4.71420)  0.48
C (-3.21612, 4.09175, 0.63580)  -0.79
N (-3.66753, 2.74998, 1.23176)  0.32
C (-4.85073, 2.24428, 0.40249)  -0.78
N (-4.52251, 2.16609, -0.97435)  0.19
C (-4.07023, 3.46161, -1.47441)  -0.87
N (-2.91555, 3.96355, -0.73949)  0.20
C (-1.69278, 3.16030, -0.97399)  -1.38
P (-1.81761, 1.36495, -0.46374)  2.31
C (-2.52809, 1.76472, 1.23185)  -2.15
C (-3.52272, 1.10367, -1.23352)  -1.51
H (-2.33715, 4.40612, 1.19595)  0.40
H (-4.03976, 4.78866, 0.79348)  0.33
H (-3.97534, 2.90265, 2.18840)  0.35
H (-5.66721, 2.94758, 0.57052)  0.33
H (-5.11494, 1.26269, 0.78984)  0.40
H (-4.88765, 4.18203, -1.38678)  0.32
H (-3.80253, 3.35593, -2.52279)  0.40
H (-0.85348, 3.61242, -0.43820)  0.41
H (-1.44070, 3.19646, -2.03410)  0.32
H (-1.72792, 2.17790, 1.84936)  0.50
H (-2.87222, 0.83314, 1.68553)  0.38
H (-3.92807, 0.15517, -0.87065)  0.43
H (-3.38358, 0.99314, -2.31225)  0.35
C (1.66757, 2.09927, 2.30661)  -1.36
C (1.47967, 2.29369, 0.82566)  0.08
C (1.79272, 3.50470, 0.21569)  -1.24
C (1.61147, 3.31707, -1.17071)  -1.36
C (1.17897, 2.01021, -1.33431)  0.48
C (0.88526, 1.41228, -2.67784)  -1.34
N (1.06805, 1.36030, -0.11182)  1.93
H (2.28986, 2.92044, 2.67181)  0.58
H (2.17401, 1.16398, 2.54937)  0.08
H (0.73396, 2.12144, 2.87438)  0.03
H (2.14144, 4.39637, 0.72182)  0.43
H (1.78412, 4.03599, -1.96224)  0.37
H (1.04740, 2.18219, -3.43622)  0.56
H (-0.14253, 1.05847, -2.77972)  0.09
H (1.52361, 0.55831, -2.90955)  0.06

Calculated values
Max |F| (eV Å⁻¹): 1.1
Relative energy (zero: lowest compared OMol25 entry of this formula, charge and spin) (kJ/mol): 126.19
Spin multiplicity: 2
Net charge: -1
HOMO energy (spin up / spin down) (Eh): -0.132 / -0.135
Frontier orbital gap (spin up / spin down) (eV): 4.47 / 4.55

3.
The following is a DFT calculation (wB97M-V/def2-TZVPD) of C37H35ClN2S2Si2Tb as an isolated structure.

Each line ends with the Mulliken charge.
Geometry (Å):
C (-1.79825, -0.41960, 0.25482)  -0.42
C (-2.48735, -0.06456, -0.93152)  -0.56
C (-2.42167, -1.17901, -1.83339)  -0.84
H (-3.01766, 0.88406, -1.09754)  0.67
C (-1.63170, -2.20330, -1.19376)  -0.81
C (-1.25726, -1.72238, 0.09526)  -0.58
H (-0.70407, -2.27693, 0.84560)  0.80
H (-1.74658, 0.17227, 1.16649)  0.55
H (-2.87690, -1.23118, -2.82165)  0.68
H (-1.33654, -3.17248, -1.59635)  0.68
Tb (-0.12406, -0.35062, -1.73219)  0.26
Si (-0.64635, -0.54238, -5.83688)  -0.17
C (-0.25390, 1.00657, -6.91284)  0.88
C (0.89157, 1.08883, -7.74014)  -0.40
H (1.59982, 0.24822, -7.83110)  0.65
C (1.09211, 2.18884, -8.58028)  -0.89
H (2.01481, 2.27362, -9.15366)  0.46
C (0.12234, 3.18104, -8.69277)  -0.52
H (0.28443, 4.04129, -9.34020)  0.44
C (-1.06347, 3.04076, -7.97196)  -0.60
H (-1.84084, 3.79638, -8.06911)  0.42
C (-1.25387, 1.96423, -7.09823)  -0.44
H (-2.19672, 1.86294, -6.55658)  0.35
C (-0.27346, -1.73361, -7.31222)  0.65
C (-0.90921, -1.47105, -8.54734)  -0.63
H (-1.79271, -0.82386, -8.58702)  0.36
C (-0.36632, -1.92791, -9.74820)  -0.42
H (-0.80009, -1.62659, -10.69867)  0.40
C (0.76155, -2.75333, -9.75204)  -0.65
H (1.22785, -3.05420, -10.68734)  0.41
C (1.25897, -3.18079, -8.51844)  -0.52
H (2.09192, -3.87291, -8.50003)  0.42
C (0.71753, -2.71610, -7.31240)  -0.35
H (1.11537, -3.08763, -6.36411)  0.24
H (-2.05943, -0.79613, -5.52744)  -0.28
Si (2.76630, 0.92579, -5.61544)  -0.12
C (1.98270, -0.56356, -4.78235)  0.74
C (0.50666, -0.65498, -4.39136)  4.30
H (0.17878, 0.29097, -3.87268)  -2.03
C (0.05079, -1.91099, -3.74135)  -2.21
H (-1.02417, -2.13295, -3.71789)  1.03
C (0.97197, -2.89241, -3.37560)  -0.47
H (0.61918, -3.87730, -3.03758)  0.43
C (2.32741, -2.68247, -3.59038)  -1.03
H (3.04146, -3.45211, -3.26187)  0.46
C (2.80626, -1.57647, -4.29350)  -1.04
H (3.88717, -1.50599, -4.41081)  0.45
C (1.86255, 2.44209, -5.03866)  0.28
C (1.01181, 2.37473, -3.91235)  -0.22
H (1.32987, 1.79364, -3.03433)  0.68
C (-0.20284, 3.07214, -3.94533)  -0.03
H (-1.05214, 2.72634, -3.34893)  1.00
C (-0.31547, 4.19348, -4.76748)  -1.14
H (-1.24849, 4.76552, -4.78298)  0.42
C (0.77231, 4.54636, -5.57560)  -0.38
H (0.73142, 5.46778, -6.15392)  0.42
C (1.85142, 3.67024, -5.73100)  -0.94
H (2.65096, 3.93953, -6.41966)  0.42
H (4.06420, 1.00318, -5.14826)  -0.30
Cl (2.40997, 0.17649, -1.70458)  -0.33
C (-1.32242, 3.59814, -0.75910)  -1.00
C (-0.47325, 3.06134, 0.32699)  0.35
N (0.09915, 1.87798, 0.31678)  0.55
C (0.83532, 1.66462, 1.49373)  0.42
C (0.81169, 2.73465, 2.36557)  -0.77
S (-0.11784, 4.04279, 1.74592)  -0.17
C (1.49869, 0.41213, 1.75179)  -0.31
C (2.34718, 0.14270, 2.82319)  -0.81
S (2.90565, -1.48568, 2.79052)  -0.18
C (1.99434, -1.72106, 1.27073)  0.21
N (1.29983, -0.67790, 0.91283)  0.38
C (2.08274, -2.98993, 0.50507)  -0.68
H (-1.67884, 4.59165, -0.45952)  0.57
H (-0.72120, 3.69952, -1.67109)  0.30
H (-2.17740, 2.92911, -0.93960)  0.04
H (1.31880, 2.72942, 3.32453)  0.38
H (2.59181, 0.87719, 3.57384)  0.39
H (2.85589, -3.61468, 0.96859)  0.49
H (1.11518, -3.50835, 0.54352)  0.21
H (2.34494, -2.78085, -0.54102)  0.01

Calculated values
Max |F| (eV Å⁻¹): 4.1
Relative energy (zero: lowest compared OMol25 entry of this formula, charge and spin) (kJ/mol): 629.07
Spin multiplicity: 7
Net charge: +1
HOMO energy (spin up / spin down) (Eh): -0.370 / -0.355
Frontier orbital gap (spin up / spin down) (eV): 5.86 / 5.57

Which of these has the lowest net charge? C37H35Cl2CoN9O2P